Record 1
4 unconnected molecules or ions with the total composition C44H65F6N2O5S in a non-equilibrium geometry. Source: the OMol25 dataset; level of theory: ωB97M-V with the def2-TZVPD basis set.

Structure (XYZ):
```
123
Properties=species:S:1:pos:R:3
C -2.144 1.215 -6.796
C -3.076 0.372 -5.937
C -3.444 -0.981 -6.564
C -2.735 -2.198 -5.936
C -3.641 -3.051 -5.047
C -4.334 -2.181 -3.976
C -4.588 -2.937 -2.656
C -3.674 -2.468 -1.502
C -4.462 -1.730 -0.431
N -3.657 -0.757 0.396
C -2.708 -1.541 1.243
C -1.639 -0.722 1.984
C -0.266 -1.254 1.619
O -0.075 -1.056 0.215
C 0.587 -2.053 -0.447
F -0.185 -3.187 -0.500
F 0.819 -1.630 -1.728
F 1.761 -2.383 0.149
C -1.671 0.825 1.822
C -2.207 1.368 3.154
O -2.099 2.781 3.222
N -1.282 3.175 4.375
O -0.194 3.396 4.064
C -2.451 1.391 0.606
O -3.662 1.921 1.130
C -4.030 3.240 0.745
C -5.395 3.531 1.334
O -1.757 2.219 -0.227
C -0.760 3.102 0.302
C 0.643 2.576 0.057
C 1.649 3.544 0.706
C 0.866 2.341 -1.439
C 2.301 1.992 -1.870
C 3.158 3.251 -2.150
C 3.017 1.020 -0.920
C -2.874 0.251 -0.352
S -3.673 1.011 -1.794
H -1.152 0.773 -6.815
H -2.026 2.206 -6.363
H -2.519 1.354 -7.804
H -3.981 0.946 -5.739
H -2.601 0.252 -4.964
H -3.200 -0.933 -7.621
H -4.522 -1.102 -6.504
H -2.339 -2.810 -6.741
H -1.900 -1.833 -5.341
H -2.998 -3.762 -4.535
H -4.390 -3.544 -5.658
H -3.640 -1.374 -3.766
H -5.259 -1.795 -4.386
H -5.609 -2.734 -2.337
H -4.505 -4.008 -2.794
H -3.272 -3.369 -1.043
H -2.816 -1.920 -1.879
H -5.319 -1.188 -0.810
H -4.856 -2.457 0.273
H -4.322 -0.304 1.025
H -2.232 -2.302 0.638
H -3.307 -2.084 1.968
H -1.747 -0.949 3.040
H -0.133 -2.287 1.928
H 0.492 -0.684 2.154
H -0.636 1.139 1.810
H -3.214 1.021 3.371
H -1.563 0.938 3.924
H -4.077 3.377 -0.331
H -3.330 3.981 1.124
H -5.406 3.240 2.380
H -6.171 3.013 0.783
H -5.566 4.600 1.276
H -0.905 3.350 1.348
H -0.852 4.034 -0.252
H 0.758 1.606 0.539
H 2.476 2.965 1.082
H 1.187 3.986 1.587
H 1.989 4.311 0.025
H 0.470 3.172 -2.017
H 0.249 1.479 -1.701
H 2.210 1.486 -2.827
H 3.728 3.131 -3.064
H 3.815 3.463 -1.316
H 2.500 4.102 -2.293
H 3.535 0.264 -1.505
H 3.768 1.531 -0.328
H 2.341 0.482 -0.263
H -1.965 -0.234 -0.690
H -4.364 -0.010 -2.314
F 4.599 3.326 1.691
C 5.079 2.688 2.785
C 4.901 3.268 4.024
C 5.389 2.608 5.143
C 6.045 1.392 5.009
C 6.213 0.832 3.749
C 5.724 1.480 2.623
H 4.394 4.220 4.105
H 5.259 3.045 6.124
H 6.426 0.887 5.879
H 6.728 -0.113 3.641
H 5.841 1.059 1.633
F 5.747 0.984 8.039
C 4.741 0.160 8.406
C 3.484 0.370 7.879
C 2.454 -0.479 8.258
C 2.693 -1.513 9.152
C 3.967 -1.702 9.669
C 5.005 -0.863 9.293
H 3.320 1.187 7.188
H 1.462 -0.330 7.854
H 1.886 -2.169 9.448
H 4.154 -2.503 10.370
H 6.006 -0.995 9.680
F 1.309 -3.238 -6.308
C 2.055 -3.945 -5.436
C 2.156 -3.501 -4.133
C 2.920 -4.231 -3.234
C 3.573 -5.383 -3.648
C 3.459 -5.809 -4.965
C 2.692 -5.089 -5.869
H 1.646 -2.596 -3.835
H 3.006 -3.898 -2.208
H 4.171 -5.948 -2.947
H 3.971 -6.703 -5.291
H 2.586 -5.407 -6.898
```

Results
total charge = +1
frontier orbital gap = 7.96 eV
multiplicity = 1
DFT total energy = -3198.3158 Eh



Record 2
A molecular structure, C44H65N2RuSSi2 in a non-equilibrium geometry. Source: the OMol25 dataset; level of theory: ωB97M-V with the def2-TZVPD basis set.

Structure (XYZ):
```
115
Properties=species:S:1:pos:R:3
Ru -19.787 1.704 7.350
C -17.836 0.328 7.465
C -17.706 1.293 6.338
C -18.665 0.939 5.322
C -19.269 -0.333 5.809
C -18.743 -0.716 7.063
C -18.948 -2.051 7.786
C -18.298 -1.926 9.204
C -20.431 -2.314 7.948
C -18.408 -3.118 6.891
C -19.000 1.477 3.991
C -17.796 1.360 3.008
C -19.428 2.969 3.896
C -20.179 0.684 3.394
C -16.514 2.195 6.365
C -16.022 2.487 7.776
C -15.440 1.340 5.598
C -16.502 3.620 5.648
H -17.369 0.276 8.420
H -20.003 -0.887 5.274
H -18.960 -1.247 9.812
H -17.276 -1.520 9.024
H -18.214 -2.918 9.635
H -20.880 -1.418 8.500
H -20.584 -3.148 8.608
H -20.836 -2.515 7.010
H -17.294 -3.085 6.838
H -18.906 -3.119 5.976
H -18.537 -4.116 7.385
H -17.108 2.085 3.370
H -18.182 1.639 2.077
H -17.433 0.267 2.879
H -18.588 3.644 4.083
H -20.181 3.303 4.685
H -19.845 3.143 2.868
H -20.062 -0.383 3.329
H -20.463 0.920 2.365
H -21.047 0.924 4.063
H -15.882 1.636 8.393
H -16.484 3.398 8.334
H -15.005 2.784 7.674
H -15.559 0.335 5.949
H -14.472 1.599 5.902
H -15.430 1.425 4.503
H -17.522 4.029 5.710
H -16.152 3.467 4.642
H -15.735 4.122 6.205
C -21.196 1.854 11.075
Si -20.240 3.442 10.671
C -21.037 4.288 9.184
N -20.385 4.310 7.903
C -21.293 5.039 6.940
C -21.151 6.627 7.080
C -19.717 7.105 6.845
C -18.771 5.900 6.894
C -19.084 5.024 8.048
C -20.332 4.615 12.112
C -20.640 6.050 12.121
C -20.294 6.814 13.233
C -19.795 6.200 14.380
C -19.545 4.846 14.372
C -19.743 4.071 13.271
C -18.365 3.032 10.716
C -17.399 4.059 10.808
C -16.078 3.762 11.053
C -15.721 2.447 11.265
C -16.624 1.396 11.199
C -17.970 1.747 10.945
H -22.242 2.179 11.148
H -20.974 1.353 12.044
H -21.097 5.360 9.514
H -22.038 3.887 9.062
H -22.361 4.730 7.092
H -20.916 4.800 5.890
H -21.514 7.027 8.048
H -21.784 7.029 6.339
H -19.451 7.770 7.716
H -19.583 7.657 5.943
H -17.756 6.235 7.009
H -18.747 5.352 5.907
H -19.130 5.675 8.907
H -18.304 4.306 8.293
H -21.096 6.475 11.230
H -20.556 7.904 13.276
H -19.492 6.746 15.255
H -19.207 4.426 15.305
H -19.492 3.013 13.320
H -17.683 5.139 10.903
H -15.345 4.587 11.063
H -14.648 2.280 11.408
H -16.339 0.378 11.432
H -18.718 0.912 10.957
C -25.957 0.480 10.675
Si -24.391 -0.494 10.238
C -24.748 -2.281 9.593
C -23.365 -0.632 11.777
C -23.589 0.298 8.790
C -24.552 0.579 7.760
C -24.065 1.179 6.592
C -22.802 1.675 6.522
N -21.872 1.609 7.518
C -22.315 0.758 8.579
S -21.049 0.485 9.804
H -26.800 -0.237 10.997
H -26.551 0.926 9.902
H -25.859 1.134 11.498
H -25.328 -2.886 10.267
H -23.777 -2.720 9.466
H -25.316 -2.349 8.666
H -23.943 -0.974 12.662
H -23.039 0.249 12.063
H -22.459 -1.235 11.752
H -25.629 0.214 7.838
H -24.750 1.403 5.788
H -22.476 2.251 5.648
```

Results
total charge = 0
frontier orbital gap (alpha / beta) = 5.20 / 7.78 eV
multiplicity = 6
DFT total energy = -2896.9685 Eh
expectation value of S² = 8.78
energy relative to the best compared isomer or geometry (same formula, charge and spin) = 93.3 kcal per mole



Record 3
6 unconnected molecules or ions with the total composition C44H65N8 in a non-equilibrium geometry. Source: the OMol25 dataset; level of theory: ωB97M-V with the def2-TZVPD basis set.

Structure (XYZ):
```
117
Properties=species:S:1:pos:R:3
C 5.963 -1.771 0.814
C 4.673 -1.124 0.322
C 4.805 -0.442 -1.043
C 3.435 -0.189 -1.675
C 3.421 0.985 -2.657
C 2.001 1.407 -3.055
C 1.858 2.875 -3.480
C 2.353 3.850 -2.415
N 1.844 3.450 -1.073
C 1.296 4.355 -0.249
N 0.497 5.400 -0.724
N 1.432 4.231 1.043
C 0.801 5.075 2.077
C -0.715 5.008 2.117
C -1.366 3.618 2.391
C -0.396 2.517 2.826
C -2.203 3.222 1.166
C -2.921 1.852 1.241
C -4.401 2.092 1.045
C -5.049 1.981 -0.131
C -6.020 3.044 -0.573
C -4.872 0.778 -1.043
H 5.737 -2.334 1.723
H 6.719 -1.036 1.097
H 6.362 -2.491 0.099
H 3.905 -1.900 0.263
H 4.336 -0.404 1.076
H 5.354 0.496 -0.910
H 5.412 -1.097 -1.673
H 3.096 -1.087 -2.194
H 2.728 0.039 -0.867
H 3.963 0.714 -3.567
H 4.002 1.802 -2.209
H 1.696 0.794 -3.905
H 1.296 1.181 -2.251
H 0.783 3.057 -3.576
H 2.365 3.058 -4.427
H 3.441 3.803 -2.351
H 2.091 4.878 -2.654
H 2.593 2.974 -0.579
H -0.137 5.037 -1.431
H 1.062 6.123 -1.161
H 2.021 3.480 1.380
H 1.095 6.106 1.871
H 1.241 4.840 3.042
H -1.165 5.416 1.216
H -1.017 5.674 2.930
H -2.076 3.763 3.210
H -0.914 1.644 3.213
H 0.349 2.862 3.546
H 0.164 2.156 1.954
H -1.601 3.288 0.250
H -2.982 3.984 1.066
H -2.564 1.221 0.427
H -2.756 1.369 2.205
H -4.977 2.379 1.924
H -5.456 3.904 -0.936
H -6.678 3.383 0.233
H -6.665 2.708 -1.386
H -3.821 0.559 -1.238
H -5.421 0.907 -1.974
H -5.348 -0.046 -0.512
N -5.019 8.298 1.570
C -4.816 8.919 2.730
C -3.558 9.125 3.281
C -2.453 8.658 2.590
C -2.651 8.010 1.380
C -3.949 7.858 0.916
H -5.706 9.267 3.241
H -3.453 9.638 4.226
H -1.455 8.799 2.987
H -1.817 7.630 0.804
H -4.144 7.359 -0.027
N 3.916 -4.918 0.742
C 4.913 -5.300 1.540
C 4.728 -6.000 2.722
C 3.436 -6.322 3.105
C 2.387 -5.932 2.288
C 2.681 -5.238 1.124
H 5.910 -5.029 1.209
H 5.577 -6.283 3.329
H 3.251 -6.868 4.021
H 1.362 -6.162 2.544
H 1.886 -4.921 0.457
N -7.206 -1.723 0.333
C -6.845 -2.934 -0.086
C -7.508 -4.099 0.267
C -8.607 -4.003 1.105
C -8.995 -2.750 1.551
C -8.265 -1.647 1.136
H -5.978 -2.970 -0.738
H -7.170 -5.056 -0.106
H -9.152 -4.888 1.405
H -9.847 -2.626 2.206
H -8.540 -0.649 1.461
N 4.371 -11.064 2.621
C 4.719 -9.781 2.546
C 6.028 -9.333 2.634
C 7.035 -10.270 2.811
C 6.689 -11.608 2.892
C 5.348 -11.951 2.791
H 3.904 -9.079 2.406
H 6.252 -8.280 2.562
H 8.070 -9.962 2.884
H 7.440 -12.374 3.031
H 5.039 -12.989 2.847
N 0.390 -1.078 -5.406
C 1.129 -1.660 -6.350
C 0.645 -2.001 -7.603
C -0.681 -1.728 -7.895
C -1.464 -1.125 -6.924
C -0.883 -0.821 -5.703
H 2.161 -1.862 -6.084
H 1.294 -2.471 -8.330
H -1.097 -1.980 -8.861
H -2.505 -0.895 -7.107
H -1.465 -0.348 -4.919
```

Results
total charge = +1
frontier orbital gap = 6.93 eV
multiplicity = 1
DFT total energy = -2153.3375 Eh



Record 4
11 unconnected molecules or ions with the total composition C44H66O33 in a non-equilibrium geometry. Source: the OMol25 dataset; level of theory: ωB97M-V with the def2-TZVPD basis set.

Structure (XYZ):
```
143
Properties=species:S:1:pos:R:3
C 1.539 -3.318 0.395
C 0.740 -4.568 0.648
C -0.771 -4.406 0.528
O -1.192 -5.626 -0.079
C -0.123 -6.212 -0.683
O -0.195 -7.154 -1.401
O 1.014 -5.572 -0.349
H 2.590 -3.484 0.630
H 1.192 -2.491 1.014
H 1.484 -3.059 -0.663
H 0.989 -4.992 1.623
H -1.103 -3.556 -0.075
H -1.216 -4.301 1.513
C -6.740 0.510 0.001
C -5.252 0.712 -0.175
C -4.689 0.028 -1.426
O -3.871 1.028 -2.037
C -4.129 2.227 -1.478
O -3.652 3.253 -1.838
O -5.014 2.106 -0.468
H -6.974 -0.548 0.118
H -7.254 0.936 -0.859
H -7.088 1.036 0.891
H -4.671 0.446 0.706
H -5.471 -0.234 -2.146
H -4.216 -0.921 -1.173
C -1.652 -0.002 0.219
C -0.876 0.218 -1.046
C -0.374 1.653 -1.238
O 1.014 1.502 -1.506
C 1.391 0.213 -1.353
O 2.517 -0.155 -1.485
O 0.348 -0.553 -0.996
H -0.970 0.089 1.068
H -2.107 -0.992 0.251
H -2.404 0.768 0.404
H -1.389 -0.158 -1.933
H -0.559 2.287 -0.369
H -0.913 2.132 -2.054
C -2.041 4.062 -4.717
C -1.174 5.040 -3.972
C -1.904 5.985 -3.014
O -0.986 6.130 -1.921
C -0.164 5.051 -1.918
O 0.712 4.866 -1.133
O -0.407 4.287 -2.985
H -2.744 3.600 -4.028
H -1.397 3.297 -5.150
H -2.538 4.590 -5.532
H -0.414 5.523 -4.585
H -2.844 5.592 -2.632
H -2.064 6.958 -3.479
C 3.259 1.682 1.822
C 3.194 3.064 2.419
C 2.057 3.928 1.883
O 1.482 4.517 3.060
C 1.908 3.851 4.150
O 1.512 4.067 5.255
O 2.805 2.919 3.823
H 3.776 0.979 2.475
H 3.837 1.683 0.891
H 2.278 1.292 1.548
H 4.188 3.506 2.460
H 1.275 3.322 1.416
H 2.307 4.681 1.140
C 4.954 -1.887 0.078
C 6.353 -1.474 0.474
C 7.025 -0.372 -0.367
O 7.128 0.735 0.537
C 6.902 0.316 1.802
O 7.121 0.959 2.774
O 6.348 -0.917 1.798
H 4.789 -2.926 0.367
H 4.812 -1.875 -1.003
H 4.190 -1.262 0.531
H 7.017 -2.340 0.480
H 6.417 -0.034 -1.207
H 8.011 -0.649 -0.733
C -2.615 4.959 5.260
C -1.565 4.501 4.279
C -1.370 2.994 4.158
O -1.101 2.815 2.759
C -1.587 3.891 2.079
O -1.594 3.998 0.894
O -2.015 4.826 2.941
H -2.172 4.999 6.260
H -3.473 4.292 5.279
H -2.870 5.993 5.037
H -0.607 4.992 4.441
H -2.264 2.423 4.425
H -0.510 2.663 4.736
C 0.220 0.518 -5.766
C 0.495 -0.655 -4.865
C -0.384 -1.874 -5.149
O 0.522 -2.974 -5.066
C 1.793 -2.522 -5.063
O 2.753 -3.218 -5.040
O 1.816 -1.168 -5.091
H 0.263 0.202 -6.811
H 0.998 1.278 -5.673
H -0.747 0.967 -5.545
H 0.449 -0.330 -3.824
H -0.825 -1.824 -6.147
H -1.181 -2.027 -4.424
C -3.205 -5.937 3.298
C -4.347 -5.308 2.541
C -5.259 -4.427 3.411
O -5.359 -3.201 2.695
C -4.480 -3.202 1.677
O -4.296 -2.261 0.962
O -3.820 -4.357 1.587
H -2.497 -6.429 2.630
H -3.599 -6.695 3.981
H -2.638 -5.225 3.902
H -4.851 -6.097 1.985
H -4.799 -4.260 4.386
H -6.220 -4.907 3.582
C -2.808 -0.559 5.823
C -2.862 -1.494 4.646
C -2.384 -0.859 3.314
O -1.201 -1.585 3.002
C -1.088 -2.664 3.810
O -0.315 -3.549 3.643
O -1.962 -2.586 4.837
H -3.646 0.143 5.815
H -1.910 0.062 5.779
H -2.848 -1.088 6.774
H -3.882 -1.855 4.506
H -2.118 0.188 3.452
H -3.194 -0.952 2.593
C 5.816 -2.441 -3.622
C 5.741 -1.344 -4.661
C 4.954 -0.096 -4.223
O 5.964 0.916 -4.106
C 7.145 0.452 -4.559
O 8.147 1.086 -4.592
O 7.031 -0.828 -4.982
H 6.283 -2.123 -2.687
H 6.416 -3.261 -4.016
H 4.795 -2.768 -3.428
H 5.254 -1.772 -5.538
H 4.417 -0.246 -3.288
H 4.259 0.223 -4.998
```

Results
SMILES string = C[C@H]1COC(=O)O1.C[C@H]1COC(=O)O1.C[C@H]1COC(=O)O1.C[C@H]1COC(=O)O1.C[C@H]1COC(=O)O1.C[C@H]1COC(=O)O1.C[C@H]1COC(=O)O1.C[C@H]1COC(=O)O1.C[C@H]1COC(=O)O1.C[C@H]1COC(=O)O1.C[C@H]1COC(=O)O1
total charge = 0
frontier orbital gap = 10.48 eV
multiplicity = 1
DFT total energy = -4199.3674 Eh
energy relative to the best compared isomer or geometry (same formula, charge and spin) = 0.0 kcal per mole